Entry 1:
# C24H36F5N4O9PS2

A 4-piece molecular cluster, C24H36F5N4O9PS2 overall (ωB97M-V/def2-TZVPD, the OMol25 dataset).

```
! RIJCOSX wB97M-V def2-TZVPD def2/J DEFGRID3
* xyz 0 1
C -0.415 -1.427 0.240
C -0.323 -0.048 1.183
P 0.632 1.354 0.302
C 1.599 2.237 1.708
C -0.503 2.670 -0.473
C 0.069 3.702 -1.375
S 1.866 4.067 -1.712
O 1.957 4.444 -3.237
O 2.862 2.915 -1.518
C 2.280 5.660 -0.799
F 0.979 6.228 -0.295
F 2.874 6.684 -1.735
C 3.296 5.535 0.470
F 4.472 4.659 0.277
F 3.864 6.921 0.680
F 2.592 5.236 1.774
C -1.052 4.656 -2.178
O -1.033 4.890 -3.494
C -2.255 5.248 -1.191
S -2.976 6.999 -1.417
C -2.734 4.307 -0.099
N -3.695 4.868 0.920
C -2.982 5.594 2.052
C -1.513 5.158 2.639
O -3.588 6.679 2.582
C -4.712 3.874 1.412
C -4.383 2.848 2.690
O -5.929 3.845 0.806
C -2.138 2.756 -0.145
O -2.853 1.647 0.026
H -1.003 -2.281 0.830
H -0.925 -1.143 -0.781
H 0.682 -1.867 0.088
H 0.357 -0.374 2.108
H -1.355 0.256 1.641
H 2.687 2.420 1.311
H 0.999 3.234 1.925
H 1.555 1.616 2.715
H -4.330 6.797 -1.840
H -1.185 4.116 2.210
H -1.555 5.055 3.809
H -0.725 5.957 2.290
H -4.628 3.335 3.736
H -4.983 1.859 2.472
H -3.216 2.635 2.622
C 0.693 -6.924 -2.108
N 0.033 -5.723 -1.654
C 0.327 -4.959 -0.563
C 1.478 -5.380 0.307
O -0.343 -3.958 -0.320
H 1.062 -6.745 -3.120
H -0.046 -7.728 -2.132
H 1.524 -7.212 -1.462
H -0.754 -5.375 -2.189
H 1.588 -4.673 1.134
H 1.288 -6.373 0.725
H 2.405 -5.381 -0.272
C 2.866 -4.316 -6.480
N 2.745 -5.538 -5.722
C 3.441 -6.700 -5.878
C 4.477 -6.765 -6.966
O 3.211 -7.654 -5.139
H 3.129 -3.512 -5.788
H 1.893 -4.098 -6.929
H 3.622 -4.384 -7.264
H 2.067 -5.573 -4.969
H 4.945 -7.753 -6.966
H 4.006 -6.606 -7.941
H 5.252 -6.015 -6.790
C -1.979 -2.886 5.277
N -1.051 -1.959 4.674
C -0.965 -0.610 4.859
C -1.940 0.039 5.802
O -0.107 0.035 4.262
H -1.402 -3.634 5.825
H -2.536 -3.377 4.475
H -2.677 -2.394 5.957
H -0.362 -2.321 4.026
H -1.745 1.114 5.844
H -2.962 -0.113 5.447
H -1.819 -0.373 6.807
*
```

* frontier orbital gap: 0.2281 Eh
* energy relative to the best compared isomer or geometry (same formula, charge and spin): 8.475 eV
* SMILES: CCP(C)C1=C(S(=O)(=O)C(F)(F)C(F)(F)F)C(=O)C(S)=C(N(C(C)=O)C(C)=O)C1=O.CNC(C)=O.CNC(C)=O.CNC(C)=O
* total energy: -94390.3100 eV

And the Löwdin charges, in e, turn out to be: -0.19, -0.43, 0.98, -0.28, -0.23, -0.19, 0.85, -0.33, -0.34, -0.21, -0.01, 0.02, -0.15, 0.05, 0.02, 0.01, -0.20, 0.02, -0.34, 0.71, -0.10, -0.01, -0.26, -0.01, -0.01, -0.24, -0.02, -0.01, -0.15, 0.00, 0.08, 0.08, 0.08, 0.07, 0.07, 0.05, 0.03, 0.06, -0.07, 0.06, 0.11, 0.11, 0.10, 0.11, 0.07, -0.07, 0.00, -0.52, -0.01, -0.03, 0.06, 0.09, 0.08, 0.14, 0.08, 0.09, 0.09, -0.08, 0.00, -0.55, -0.01, 0.02, 0.09, 0.08, 0.08, 0.13, 0.09, 0.09, 0.09, -0.08, 0.01, -0.54, -0.01, -0.01, 0.09, 0.09, 0.08, 0.14, 0.08, 0.09, 0.09

Entry 2:
# C24H36F6FeN5OP2SSe

C24H36F6FeN5OP2SSe as an isolated structure (ωB97M-V/def2-TZVPD, the OMol25 dataset).

```
! RIJCOSX wB97M-V def2-TZVPD def2/J DEFGRID3
* xyz 1 1
Fe 0.094 0.198 -0.400
S -1.817 -0.902 0.654
C -1.821 0.751 1.356
C -2.582 1.150 2.432
C -2.523 2.497 2.775
C -1.728 3.352 2.034
C -0.976 2.845 0.981
N -1.022 1.559 0.659
H -3.204 0.445 2.963
H -3.105 2.870 3.606
H -1.682 4.407 2.262
H -0.327 3.463 0.382
Se -3.712 -0.478 -0.495
C -3.834 -2.122 -1.469
C -3.907 -2.055 -2.852
C -4.084 -3.245 -3.549
N -4.142 -4.433 -2.963
C -4.061 -4.481 -1.637
C -3.931 -3.355 -0.838
H -3.816 -1.115 -3.378
H -4.154 -3.236 -4.631
H -4.127 -5.465 -1.187
H -3.909 -3.442 0.239
F 1.161 1.555 -1.525
P 0.164 1.897 -2.860
F 1.215 2.954 -3.378
F -0.568 2.992 -1.950
F -0.870 2.087 -4.027
F 0.900 0.700 -3.620
F -0.854 0.725 -2.146
C 2.597 -0.404 3.552
N 2.697 0.858 2.826
C 3.556 1.822 3.247
C 3.709 2.985 2.579
C 2.912 3.149 1.409
N 2.049 2.220 1.021
C 1.958 1.063 1.672
O 1.212 0.128 1.284
N 2.984 4.257 0.664
H 2.855 -0.232 4.593
H 3.275 -1.143 3.126
H 1.579 -0.776 3.485
H 4.106 1.595 4.150
H 4.395 3.742 2.924
H 3.671 4.966 0.849
H 2.498 4.271 -0.219
C 0.988 -2.836 1.442
C 0.994 -3.216 -0.037
C 1.964 -4.392 -0.188
P 1.290 -1.759 -1.169
C 3.142 -1.521 -1.126
C 3.544 -0.071 -1.396
C 3.954 -2.432 -2.045
C 0.798 -2.373 -2.859
C -0.729 -2.320 -2.975
C 1.233 -3.762 -3.329
H 0.755 -3.720 2.039
H 0.274 -2.056 1.690
H 1.975 -2.486 1.745
H -0.016 -3.549 -0.309
H 2.949 -4.124 0.199
H 2.083 -4.744 -1.205
H 1.603 -5.229 0.413
H 3.400 -1.762 -0.087
H 3.266 0.232 -2.407
H 4.629 0.023 -1.308
H 3.081 0.631 -0.709
H 3.721 -2.237 -3.092
H 3.804 -3.489 -1.845
H 5.015 -2.217 -1.905
H 1.227 -1.625 -3.532
H -1.196 -3.007 -2.262
H -1.032 -2.646 -3.971
H -1.129 -1.327 -2.817
H 0.745 -4.545 -2.748
H 2.305 -3.928 -3.315
H 0.899 -3.883 -4.361
*
```

* frontier orbital gap (alpha / beta): 0.2990 / 0.2948 Eh
* total energy: -180424.5832 eV

And the Löwdin charges, in e, turn out to be: 0.34, 0.67, -0.65, -0.05, -0.03, -0.01, -0.08, -0.02, 0.12, 0.12, 0.12, 0.11, 0.88, -0.60, -0.12, -0.13, 0.08, -0.13, -0.11, 0.11, 0.12, 0.11, 0.10, -0.23, 0.22, -0.09, -0.12, -0.08, -0.12, -0.25, 0.01, -0.02, -0.02, 0.02, -0.35, 0.19, -0.45, -0.09, 0.20, 0.10, 0.10, 0.09, 0.14, 0.12, 0.12, 0.12, -0.14, -0.51, -0.10, 1.10, -0.50, -0.11, -0.11, -0.50, -0.12, -0.10, 0.09, 0.01, 0.06, 0.10, 0.08, 0.05, 0.09, 0.10, 0.08, 0.09, 0.03, 0.08, 0.05, 0.09, 0.10, 0.07, 0.09, 0.04, 0.08, 0.05, 0.09

Summary of maximum force in eV/A
9.23, 0.30
(order as listed above)